(1)
A molecular structure, C50H49Cl3N3ORuSb2. Source: the OMol25 dataset; level of theory: wB97M-V/def2-TZVPD.

Last column: Löwdin spin population.
Positions of all 109 atoms, in Å:
Sb  -0.88920  -1.75668  1.62493  0.552
Sb  2.57223  -1.28495  2.03281  0.086
Ru  -1.85345  0.03638  -0.23803  2.087
Cl  -1.42510  -1.97197  -2.27841  0.092
Cl  -3.78036  2.69213  -3.72501  0.019
Cl  -5.48697  4.06091  3.00370  0.010
O  2.41476  4.69674  -1.37139  0.000
N  1.08587  4.09344  -3.10690  0.000
N  -0.85834  1.97015  0.18256  0.038
N  -2.27930  0.91018  -1.90250  0.531
C  -4.78518  1.53591  -0.00964  0.040
C  -0.47064  4.69948  -0.11325  0.002
C  -3.66961  0.50751  -5.28229  -0.010
C  -2.31740  -1.00790  -3.42331  0.077
C  2.14260  -0.54118  -2.26455  0.001
C  -2.62009  -1.55916  -4.65226  -0.009
C  -1.83944  -4.41797  0.34784  0.022
C  5.43741  -2.17072  2.52223  0.004
C  -0.71532  0.37266  3.19395  0.571
C  2.99894  -0.75737  -0.00248  -0.001
C  -0.47923  -3.99727  3.63860  0.016
C  -0.12565  2.31967  -4.37197  0.001
C  -0.72905  -3.57956  0.46313  0.127
C  -3.77859  -0.76644  -0.14001  0.059
C  -1.43891  4.21542  0.74702  0.000
C  0.42791  -3.91972  -0.23281  0.011
C  -3.33689  1.04464  -4.05805  0.071
C  0.08365  2.43992  -0.63833  0.012
C  3.42707  -0.30297  -2.73293  0.001
C  4.49011  -0.28215  -1.84153  0.000
C  -1.79917  -5.55297  -0.44807  0.005
C  -4.30122  0.38476  0.63087  0.019
C  2.13017  4.48163  -4.05518  0.000
C  -0.19986  3.65051  -3.64153  0.000
C  -5.16507  2.65295  0.71232  -0.007
C  1.36099  4.24327  -1.79095  0.000
C  -5.05443  2.63864  2.09530  0.034
C  -0.64021  -5.87328  -1.14314  0.000
C  0.29684  3.79594  -0.82987  0.003
C  -1.52363  -4.31795  5.78229  0.017
C  -2.64366  0.31745  -3.04987  0.055
C  -3.30829  -0.80125  -5.58767  0.079
C  -4.22578  0.39950  2.03107  0.045
C  1.93683  -0.75856  -0.91036  0.014
C  0.68207  0.49050  3.73033  0.079
C  6.76048  -2.14164  2.93956  0.001
C  -2.12987  -2.43773  4.41166  0.018
C  3.22972  3.43951  -4.18505  0.000
C  7.25518  -1.02264  3.59462  0.000
C  -1.60810  2.84812  0.85653  0.006
C  4.59150  -1.08246  2.73383  0.043
C  4.28063  -0.51474  -0.48767  0.001
C  0.47460  -5.05735  -1.03064  0.002
C  -1.22336  -2.83678  3.43127  0.035
C  -2.28199  -3.17436  5.57827  -0.002
C  5.10146  0.03195  3.39346  0.005
C  6.42252  0.06198  3.82394  0.002
C  1.75987  0.61564  2.64635  0.006
C  -0.62271  -4.72692  4.81021  -0.002
C  -4.59711  1.51528  2.76587  -0.006
H  1.64187  4.65476  -5.01571  0.000
H  -2.37136  2.44312  1.50904  0.001
H  -1.01783  1.18395  2.54722  0.019
H  5.06513  -3.06000  2.02249  0.001
H  -3.86907  -0.48529  2.54671  0.007
H  3.60037  -0.13865  -3.78871  0.000
H  -3.88357  -1.70739  0.39575  0.008
H  0.92743  -0.96180  -0.56062  0.017
H  -1.64042  -4.89166  6.69264  0.001
H  5.12882  -0.50991  0.18686  0.000
H  -3.56006  -1.22339  -6.55053  0.005
H  7.40291  -2.99405  2.75781  0.000
H  0.48607  2.38223  -5.27372  0.000
H  0.70005  1.40411  4.34417  0.031
H  -4.20951  -0.84576  -1.13775  0.007
H  3.72367  3.29026  -3.22566  0.000
H  -2.67260  -6.18822  -0.52805  0.001
H  -2.99854  -2.85510  6.32460  0.000
H  8.28482  -0.99774  3.92761  0.000
H  1.38442  -5.30308  -1.56442  0.000
H  -2.07386  4.87726  1.31960  0.000
H  -4.83763  1.55751  -1.09080  0.004
H  2.58540  1.24339  2.97972  -0.001
H  -0.92132  3.57519  -2.82955  0.000
H  6.80047  0.93812  4.33584  0.000
H  5.49390  -0.09365  -2.20209  0.000
H  1.31337  -3.30015  -0.15997  0.001
H  0.29748  1.55114  -3.72426  0.001
H  1.35112  1.08799  1.75170  0.000
H  -4.20214  1.11621  -6.00005  -0.002
H  0.66286  1.70514  -1.18614  0.002
H  -1.12812  2.00380  -4.66538  0.000
H  -2.75405  -4.18759  0.88512  0.004
H  -1.47984  0.11022  3.91768  0.028
H  -5.53170  3.53711  0.20858  -0.001
H  2.55500  5.42787  -3.71950  0.000
H  0.90067  -0.32914  4.42291  0.002
H  -2.74647  -1.55875  4.27033  0.001
H  1.30271  -0.58730  -2.94808  0.000
H  3.97816  3.76666  -4.90877  0.000
H  -0.60724  -6.75753  -1.76691  0.000
H  -4.53301  1.52001  3.84567  -0.001
H  0.22243  -4.33105  2.88375  0.001
H  -0.02785  -5.61900  4.96060  0.000
H  2.82567  2.48423  -4.51826  0.000
H  -0.56797  4.43027  -4.31573  0.000
H  4.47878  0.89831  3.57695  0.000
H  -0.32055  5.76412  -0.24153  0.000
H  -2.31910  -2.57492  -4.86997  -0.001

As for the calculated total energy: -112382.114 eV. The HOMO-LUMO gap (spin up / spin down) is 6.931 / 5.692 eV. The value obtained for the maximum force is 0.8 eV/Å. The spin multiplicity is 6. For the HOMO energy (spin up / spin down), the calculation gives -6.6 / -7.1 eV.

---

(2)
A molecular structure, C50H50BrCl6N2O4P2SW at a distorted geometry. Source: the OMol25 dataset; level of theory: wB97M-V/def2-TZVPD.

Last column: Löwdin charge in e.
Positions of all 117 atoms, in Å:
W  -0.15107  -0.53765  -0.74624  1.493
Br  -4.13327  -4.29285  -2.74944  0.799
Cl  -3.20177  1.45045  -7.23604  0.733
Cl  -6.11087  0.00755  0.84136  0.707
Cl  -0.76437  3.22385  -6.62084  0.747
Cl  -1.20997  -2.02915  -3.61604  0.887
Cl  -3.34067  -1.38325  -5.90664  0.733
Cl  -2.01987  3.78825  -3.74744  0.014
S  1.30563  -2.22825  1.57936  0.586
P  -0.68147  1.41695  1.20736  1.093
P  2.53183  -0.01725  -0.70944  1.118
O  0.35283  -1.10175  1.07346  -0.650
O  1.01713  -3.42275  0.84646  -0.251
O  2.63093  -1.67445  1.49266  -0.322
O  -0.23217  0.24895  -2.38384  -0.334
N  -2.82557  0.45505  -1.31724  0.027
N  -1.70577  -2.02535  -0.29394  -0.063
C  4.96133  -0.24935  0.75456  -0.077
C  -5.05997  0.49805  -0.43304  -0.643
C  3.53713  -2.47285  -1.81184  -0.067
C  1.94913  2.34825  -2.05594  -0.081
C  -3.07367  -3.78535  -1.26544  -0.660
C  -2.80317  -4.67335  -0.22914  -0.053
C  2.45463  -1.69235  -1.42804  -0.411
C  -2.56357  0.31095  2.96546  -0.098
C  1.96053  1.16365  -4.57804  0.096
C  6.33503  -0.14245  0.88876  -0.052
C  0.93503  -3.42405  -1.99644  -0.152
C  0.14443  -3.60885  3.61946  -0.056
C  0.49963  -1.60995  5.49686  -0.014
C  -4.56407  1.72135  -2.39414  -0.018
C  -3.74137  0.07675  -0.41434  -0.223
C  -1.15607  2.09355  4.00206  -0.084
C  -1.86727  2.72935  0.58586  -0.502
C  -3.24807  1.28645  -2.27604  -0.165
C  -0.83737  -2.86545  7.20046  -0.036
C  -2.24557  -0.19805  -5.34164  -0.697
C  3.30063  -3.73785  -2.32314  -0.055
C  0.96583  3.78375  1.82646  -0.092
C  5.09023  0.87815  -1.36294  -0.082
C  1.33443  3.01855  -3.04564  0.051
C  6.46093  0.98605  -1.21874  -0.061
C  7.08893  0.46555  -0.10014  -0.060
C  -2.59057  -2.49655  -1.23904  -0.275
C  0.97133  2.31345  1.41226  -0.518
C  -1.07357  1.88375  -5.61004  -0.716
C  -2.16627  -4.10905  0.87486  -0.028
C  -1.26077  3.18635  -0.73844  -0.191
C  1.05893  2.34175  -4.33654  -0.227
C  2.43673  0.45925  -3.52434  -0.043
C  1.03683  -1.46205  4.22946  -0.056
C  -2.13077  1.04615  -5.96964  -0.707
C  -2.32027  3.92595  1.42326  -0.085
C  -0.29747  1.65175  -4.46084  -0.228
C  -1.44017  -0.45335  -4.25084  -0.564
C  2.33263  0.98285  -2.21374  -0.294
C  -1.18497  0.97025  2.96836  -0.501
C  -0.22777  -2.74675  5.84086  -0.252
C  1.11163  -2.12095  -1.51544  -0.318
C  1.94993  1.53475  2.29156  -0.121
C  -0.62137  0.53215  -3.65714  -0.305
C  4.33253  0.23755  -0.38534  -0.304
C  -5.50347  1.32275  -1.46344  -0.052
C  -0.36627  -3.76205  4.89616  -0.009
C  -1.66097  -2.83555  0.82216  -0.127
C  0.81703  -2.44695  3.28266  -0.261
C  2.00203  -4.21205  -2.40144  -0.057
H  -3.32777  0.99625  2.60496  0.073
H  -1.50967  4.49415  1.86356  0.058
H  -2.51257  1.68975  -2.95854  0.002
H  -2.01067  3.62285  -1.39474  -0.013
H  7.03603  1.47935  -1.98834  0.112
H  1.95543  0.47245  2.04676  0.016
H  -2.83207  0.01655  3.97866  0.086
H  6.81563  -0.53865  1.77056  0.114
H  1.12253  3.07925  -5.13824  0.115
H  -0.05727  -3.86425  -2.03724  0.080
H  -6.53277  1.64375  -1.51014  0.117
H  -0.88427  -3.90395  7.51876  0.085
H  2.00053  4.11555  1.88286  0.087
H  -3.41347  -0.58925  0.36986  0.077
H  0.64663  -0.83735  6.23726  0.123
H  1.00703  4.03845  -2.94074  0.127
H  4.12333  -4.36015  -2.64244  0.110
H  0.46233  4.40475  1.09476  0.056
H  -0.87587  -4.67505  5.16506  0.121
H  -2.77997  2.15905  0.37636  0.072
H  2.95823  1.91395  2.12806  0.088
H  1.65143  -0.61175  3.98556  0.103
H  -0.44997  0.21115  3.26356  0.064
H  2.94633  -0.48355  -3.66714  0.128
H  0.51153  3.95185  2.79626  0.066
H  -3.13127  -5.69755  -0.23874  0.116
H  1.36793  2.27735  0.38836  0.027
H  1.81793  -5.21175  -2.77034  0.112
H  -1.22177  -2.40365  1.71246  0.083
H  -2.85577  4.59495  0.74966  0.092
H  -0.16837  2.52385  4.12096  0.055
H  4.38903  -0.74495  1.51706  0.082
H  -0.80677  2.34165  -1.28164  0.024
H  8.16133  0.53005  -0.00154  0.112
H  0.06003  -4.38005  2.87146  0.108
H  -0.49607  3.94245  -0.58824  0.071
H  1.71893  1.66775  3.34576  0.076
H  -2.07687  -4.67955  1.78406  0.115
H  -4.82207  2.38255  -3.20614  0.111
H  -0.26877  -2.29125  7.92846  0.084
H  2.07073  0.82075  -5.59494  0.149
H  -1.45027  1.68395  4.96666  0.084
H  2.21533  2.85355  -1.13754  0.115
H  -1.85647  -2.47325  7.19496  0.093
H  4.61293  1.28235  -2.24394  0.095
H  -3.01267  3.62805  2.20826  0.067
H  -2.94867  -1.79545  -1.97664  0.052
H  -2.56597  -0.58525  2.34776  0.047
H  4.54733  -2.09895  -1.71204  0.111
H  -1.85397  2.88495  3.75626  0.062

As for the calculated total energy: -240238.191 eV. The HOMO-LUMO gap (spin up / spin down) is 4.625 / 4.655 eV. The value obtained for the maximum force is 3.0 eV/Å. The charge is +1. For the HOMO energy (spin up / spin down), the calculation gives -9.7 / -9.7 eV.

---

> Among the records above, which one has the lowest calculated total energy?

C50H50BrCl6N2O4P2SW

---

> What is the calculated total energy in the first record?

-112382.114 eV

---

> Which formula does entry 1 have?

C50H49Cl3N3ORuSb2

---

> Among the records above, which one has the highest maximum force?

C50H50BrCl6N2O4P2SW